# 1
DFT (ωB97M-V/def2-TZVPD) results for a molecular structure, C10H21AlBBeBrF2LiNO16S.

Its gap between HOMO and LUMO is 0.0552 Ha. The calculation puts the HOMO energy at -7.11 eV.

The geometry in XYZ format:
```
56
Properties=species:S:1:pos:R:3:forces:R:3
C 0.1093 -0.1567 -3.4315 -0.0328 1.0532 -0.3004
C 1.1159 0.8649 -2.7168 -0.6879 -1.0778 -1.3027
F 2.1228 1.3895 -3.5938 -1.4528 -0.8699 1.0571
B 1.6881 0.2007 -1.3334 1.0700 1.0779 -0.2593
C 2.9561 -0.8028 -1.4969 -2.6019 -2.3723 2.9454
C 2.5380 -2.3882 -1.3683 0.1707 1.6781 0.6061
O 3.3014 -3.1205 -2.3430 -2.2081 -2.8589 0.4963
C 2.8394 -4.4430 -2.4822 -0.9670 -1.6282 1.7890
O 2.1163 -5.0403 -1.6556 2.0590 2.6119 -2.4851
H 0.5056 -1.2366 -3.4660 -0.5065 1.7409 0.0030
H -0.1235 0.2330 -4.4774 0.3371 -0.7611 1.2308
H -0.8703 -0.1133 -2.8293 1.5346 -0.2972 -0.8406
H 0.4707 1.7746 -2.3728 0.6355 -0.4167 -0.7487
H 0.7407 -0.3158 -0.7978 -0.2754 -0.5992 -0.1351
H 2.0681 1.1155 -0.6477 0.2873 0.5180 0.2891
H 3.7080 -0.5683 -0.6517 -0.9931 -0.0154 -3.6946
H 3.4317 -0.5848 -2.6161 -0.3205 0.4451 -0.0440
H 1.4014 -2.4900 -1.5282 1.7140 0.1653 -0.1941
H 2.7467 -2.7543 -0.2929 0.0019 0.3813 -1.4516
H 3.2104 -5.0105 -3.4111 -0.2040 1.4008 1.2221
Be -0.3698 2.2449 -0.9832 0.3679 -0.4534 0.5357
C -6.0148 0.7391 -1.6765 0.2529 -0.0891 -1.0696
C -5.0490 -0.1983 -1.0037 -1.7736 0.4056 -0.4800
C -4.9462 0.0254 0.4723 -1.3792 0.4316 0.4024
O -3.6074 -0.4053 0.7514 1.5495 0.1272 0.2114
C -2.8957 -0.2342 -0.3953 -0.4561 0.0939 -1.4041
O -1.6930 -0.3114 -0.4624 -0.3125 -0.0023 0.4213
O -3.7041 0.0389 -1.4440 1.6851 -0.4925 1.3243
H -5.6710 1.7725 -1.6079 -0.3336 -0.0923 0.4693
H -6.0928 0.5070 -2.7443 0.0610 -0.2961 0.0545
H -7.0087 0.6693 -1.2342 0.2156 0.2704 0.1662
H -5.3015 -1.2392 -1.2367 0.2334 -0.0239 0.0882
H -5.6694 -0.5659 1.0349 0.2530 -0.0012 0.0133
H -5.0454 1.0772 0.7611 -0.3650 0.1191 -0.3147
C 2.1439 -2.3508 2.6963 1.7169 1.1664 3.0588
O 1.4531 -1.6285 1.9108 -0.7502 0.8917 -1.4860
O 2.0487 -3.6524 2.3389 -0.4803 -1.4532 -0.8455
O 2.8398 -2.0626 3.6636 -0.5820 0.0651 -1.3872
H 1.4625 -3.4289 1.6007 1.3319 -2.1908 0.9220
F -6.8881 2.5642 0.0193 0.4455 -0.2551 0.4100
Li 0.4910 -2.7857 0.6803 -0.9739 1.5877 -0.7947
Al 4.3361 -0.7569 0.8738 0.6791 0.1764 3.0086
N 5.0964 2.8095 3.1549 0.6421 0.1197 1.0255
O 4.7279 3.9393 3.4827 -0.1114 -0.1007 -0.1305
O 4.5106 2.2307 2.2301 -0.5825 -0.4235 -0.6300
O 6.0244 2.2578 3.7499 -0.3546 0.1279 -0.3852
Br 4.6989 -1.0630 -3.4620 1.2713 0.5319 -1.0014
O 1.5722 3.2816 2.5029 0.6475 -0.2328 0.0578
S 0.9580 3.7756 3.7467 -2.0567 0.1015 0.1355
O 0.9732 5.2449 3.7410 0.5468 -0.3777 0.1944
O 1.7327 3.2911 4.9000 0.6611 0.2297 -0.5179
O -0.4260 3.2887 3.8390 -0.0408 -0.3418 -0.3264
O -2.8767 1.1418 2.9673 0.3774 0.3876 0.3888
H -2.6326 0.3798 3.5364 0.0320 0.3195 -0.2449
H -2.9521 0.8753 2.0210 -0.2061 -0.5948 -0.3162
H -2.2425 1.8964 3.0822 0.2284 0.0923 0.2635
```
Forces are in eV/Å.



# 2
DFT (ωB97M-V/def2-TZVPD) results for 2 unconnected molecules or ions with the total composition C3H4N3.

Its gap between HOMO and LUMO (alpha / beta) is 0.4063 / 0.2588 Ha. As for the expectation value of S²: 2.017. Its multiplicity is 3. The calculation puts the HOMO energy (alpha / beta) at -16.54 / -16.66 eV. The charge is +1.

The geometry in XYZ format:
```
10
Properties=species:S:1:pos:R:3:forces:R:3
C 1.4950 -0.9256 1.1420 1.0170 -1.9041 -4.7564
C 0.3116 -0.0142 1.1461 -0.0227 -1.7100 -0.7987
C -0.7966 0.0861 0.1526 0.6749 -0.0099 0.8776
N 2.3048 -0.4611 2.0138 3.7117 -3.4513 0.5619
N 0.6018 0.6779 2.3431 -3.7397 1.8160 -0.2796
N 1.6428 0.3364 2.7739 -0.1002 1.1681 -0.2480
H 1.9917 -2.0489 -0.1404 -1.3768 3.0408 3.5456
H -1.2751 -0.8528 -0.2277 0.5673 0.4687 0.9658
H -0.5586 0.6157 -0.7641 0.9167 0.1492 -0.3136
H -1.4364 0.7874 0.6126 -1.6482 0.4325 0.4455
```
Forces are in eV/Å.



In the order shown, the computed energy above the lowest of the compared OMol25 structures with the same formula, charge and spin values come out to 2.4953, 5.0255 eV.
In the order shown, the computed energy values come out to -139129.0329, -7629.2062 eV.